Entry from OMol25: 4 unconnected molecules or ions with the total composition C5H14O3 in a non-equilibrium geometry (wB97M-V/def2-TZVPD).

Atoms and positions in Å:
C (-1.06, -1.14, -2.06)
H (1.02, 0.28, 0.74)
C (0.37, -0.41, 1.25)
C (-0.12, -1.29, -1.14)
H (0.87, 3.32, 1.66)
H (-1.10, 1.77, -1.72)
H (0.88, -1.41, -1.53)
C (-1.27, -2.23, 0.77)
H (-0.44, 4.03, 1.92)
O (2.85, -0.12, -0.61)
H (-0.55, 2.35, -0.33)
H (-1.06, -1.04, -3.14)
H (-1.53, -2.42, 1.79)
H (-2.08, -0.98, -1.69)
C (-0.41, -1.34, 0.30)
H (2.48, -0.99, -0.39)
H (-0.49, 0.04, 1.73)
O (-0.08, 3.16, 1.67)
H (0.94, -0.95, 2.01)
H (3.71, -0.31, -0.21)
O (-1.08, 2.52, -1.12)
H (-1.85, -2.83, 0.08)

Calculated values
Charge: 0
Frontier orbital gap (eV): 9.640
Energy relative to the best compared isomer or geometry (same formula, charge and spin) (eV): 1.407
Largest force on an atom (Eh/bohr): 0.042

Löwdin atomic charge list, values in e, 5 entries: number 1, C, carries 0.004; number 2, H, carries 0.045; number 3, C, carries -0.056; number 4, C, carries -0.168; number 5, H, carries 0.047


Entry from OMol25: 3 unconnected molecules or ions with the total composition C5H14O3 in a non-equilibrium geometry (wB97M-V/def2-TZVPD).

Atoms and positions in Å:
H (1.59, 2.12, 0.48)
H (-3.29, 0.03, -1.41)
H (-1.68, -2.22, 2.88)
C (-0.11, -0.47, 0.54)
O (-2.64, 0.59, -1.82)
H (0.94, -1.49, -0.99)
H (1.40, 0.39, -2.03)
C (1.15, -0.72, -0.23)
O (-2.33, -2.92, 2.82)
C (1.28, 1.90, -0.54)
O (1.80, 2.87, -1.44)
H (-2.44, -3.02, 1.86)
H (0.20, 2.07, -0.45)
H (-2.99, 0.78, -2.70)
H (2.41, 2.44, -2.05)
C (-0.17, -0.58, 1.86)
H (-1.04, -0.34, 2.45)
H (1.83, -1.30, 0.39)
H (-0.99, -0.20, -0.05)
C (1.67, 0.50, -0.98)
H (0.65, -1.00, 2.44)
H (2.76, 0.56, -1.04)

Calculated values
Charge: 0
Frontier orbital gap (eV): 10.467
Energy relative to the best compared isomer or geometry (same formula, charge and spin) (eV): 0.985
Largest force on an atom (Eh/bohr): 0.028

Löwdin atomic charge list, values in e, 5 entries: number 1, H, carries 0.117; number 2, H, carries 0.034; number 3, H, carries -0.020; number 4, C, carries -0.179; number 5, O, carries -0.061


Entry from OMol25: 2 unconnected molecules or ions with the total composition C5H14O4 in a non-equilibrium geometry (wB97M-V/def2-TZVPD).

Atoms and positions in Å:
H (-0.06, -1.26, -0.22)
H (-1.98, -0.58, 1.43)
O (0.30, 0.15, 0.45)
O (-0.54, -1.90, -0.82)
H (1.07, 0.21, -2.26)
H (-0.90, 1.70, -0.42)
C (0.67, 1.13, -1.85)
H (1.47, 1.65, -1.32)
H (0.20, -2.15, -2.73)
O (0.11, -0.66, 2.57)
H (0.29, -3.55, -1.66)
C (0.39, -2.47, -1.70)
H (-0.28, 2.51, 1.66)
H (0.43, -1.41, 2.04)
H (-1.31, 0.30, -1.38)
H (1.17, 1.76, 2.36)
C (-0.47, 0.84, -0.92)
H (0.30, 1.74, -2.67)
O (-1.71, 0.33, 1.59)
C (0.09, 1.71, 2.29)
C (-0.30, 0.36, 1.70)
H (1.42, -2.21, -1.43)
H (-0.35, 1.80, 3.28)

Calculated values
Charge: 0
Frontier orbital gap (eV): 10.732
Energy relative to the best compared isomer or geometry (same formula, charge and spin) (eV): 2.172
Largest force on an atom (Eh/bohr): 0.059

Löwdin atomic charge list, values in e, 5 entries: number 1, H, carries 0.020; number 2, H, carries 0.115; number 3, O, carries -0.117; number 4, O, carries -0.171; number 5, H, carries 0.067


Entry from OMol25: 2 unconnected molecules or ions with the total composition C5H14OP in a non-equilibrium geometry (wB97M-V/def2-TZVPD).

Atoms and positions in Å:
C (-2.31, -1.55, 0.02)
H (2.25, -1.50, 1.51)
H (-3.24, -0.95, 0.10)
C (2.37, -0.34, -0.18)
P (-0.84, -0.46, 0.07)
C (2.46, -1.66, 0.37)
O (-0.74, -0.38, 1.69)
H (3.53, -2.20, 0.20)
H (2.67, -0.20, -1.21)
C (-1.52, 1.21, -0.32)
C (-0.47, 2.28, -0.13)
H (2.09, 0.48, 0.49)
H (-2.17, -2.32, 0.74)
H (0.16, 2.13, 0.73)
H (-1.22, 3.15, 0.04)
H (-1.87, 1.18, -1.33)
H (-2.29, -2.06, -1.02)
H (0.14, 2.44, -1.07)
H (1.74, -2.35, -0.12)
H (-2.31, 1.26, 0.35)
H (-1.61, -0.66, 2.16)

Calculated values
Charge: +1
Frontier orbital gap (spin up / spin down) (eV): 6.189 / 6.192
Energy relative to the best compared isomer or geometry (same formula, charge and spin) (eV): 3.534
Largest force on an atom (Eh/bohr): 0.072

Löwdin atomic charge list, values in e, 5 entries: number 1, C, carries -0.240; number 2, H, carries 0.125; number 3, H, carries 0.070; number 4, C, carries 0.158; number 5, P, carries 0.862


Entry from OMol25: 2 unconnected molecules or ions with the total composition C5H14P2 in a non-equilibrium geometry (wB97M-V/def2-TZVPD).

Atoms and positions in Å:
H (-2.29, -1.47, 1.57)
C (1.35, -1.04, -0.32)
C (2.18, -0.88, 2.10)
H (2.90, -1.44, 2.58)
C (1.43, -1.52, 0.91)
H (0.12, 2.46, -2.27)
H (2.60, 0.00, 1.72)
C (-0.86, 2.36, -1.74)
H (-0.38, 0.30, -1.92)
H (-2.12, 0.55, -1.96)
C (-1.25, 0.84, -1.41)
H (-0.58, 2.79, -0.77)
H (-3.12, -1.14, -0.18)
H (0.08, 0.63, 0.74)
H (1.59, 0.00, -0.52)
P (-1.85, -1.48, 0.28)
H (0.85, -2.44, 1.19)
P (-1.38, 0.62, 0.45)
H (1.51, -0.58, 2.82)
H (0.79, -1.54, -1.09)
H (-1.55, 2.98, -2.17)

Calculated values
Charge: 0
Frontier orbital gap (eV): 9.472
Energy relative to the best compared isomer or geometry (same formula, charge and spin) (eV): 2.470
Largest force on an atom (Eh/bohr): 0.075

Löwdin atomic charge list, values in e, 5 entries: number 1, H, carries -0.188; number 2, C, carries -0.132; number 3, C, carries -0.077; number 4, H, carries 0.046; number 5, C, carries -0.272


Entry from OMol25: 2 unconnected molecules or ions with the total composition C5H14P2 in a non-equilibrium geometry (wB97M-V/def2-TZVPD).

Atoms and positions in Å:
H (3.69, 2.22, -0.53)
C (-0.98, 0.08, 0.44)
C (-1.45, -1.74, -1.32)
H (-2.03, 1.16, -1.17)
H (-0.30, 1.25, 2.08)
H (1.43, 0.41, -0.95)
H (-1.48, 0.03, 2.42)
H (-2.27, -1.13, -1.62)
C (-0.80, -1.11, -0.09)
H (0.22, -0.27, 2.33)
P (3.45, 1.18, 0.30)
H (4.85, 1.00, 0.29)
H (-1.38, 2.27, 0.01)
H (-0.40, -1.98, 0.43)
P (2.65, -0.07, -1.28)
C (-1.81, 1.23, -0.10)
H (-2.73, 1.25, 0.63)
C (-0.55, 0.25, 1.89)
H (-0.81, -2.08, -2.12)
H (-2.07, -2.56, -0.92)
H (2.76, -1.39, -0.71)

Calculated values
Charge: 0
Frontier orbital gap (eV): 9.271
Energy relative to the best compared isomer or geometry (same formula, charge and spin) (eV): 2.387
Largest force on an atom (Eh/bohr): 0.051

Löwdin atomic charge list, values in e, 5 entries: number 1, H, carries -0.210; number 2, C, carries -0.388; number 3, C, carries -0.094; number 4, H, carries 0.064; number 5, H, carries 0.048


Entry from OMol25: 2 unconnected molecules or ions with the total composition C5H14S in a non-equilibrium geometry (wB97M-V/def2-TZVPD).

Atoms and positions in Å:
H (-0.95, -0.25, -1.06)
H (0.62, 1.70, -1.18)
H (1.82, -1.16, 2.52)
H (-0.06, -2.45, -0.85)
H (-0.96, 2.82, -1.35)
H (1.28, -3.06, -1.80)
H (0.71, -0.70, 1.32)
H (1.19, -1.28, -1.48)
C (-0.48, 2.20, 0.79)
C (-0.52, 1.92, -0.87)
H (0.31, -2.22, 2.20)
S (1.96, -2.63, 0.45)
C (1.04, -1.59, 1.78)
H (-0.24, 1.20, 1.13)
C (-1.28, 0.70, -1.01)
H (-2.11, 0.67, -0.20)
H (-1.48, 2.52, 1.07)
C (1.03, -2.27, -1.07)
H (-2.11, 0.94, -1.64)
H (0.22, 2.95, 1.25)

Calculated values
Charge: +1
Frontier orbital gap (spin up / spin down) (eV): 9.529 / 4.625
Energy relative to the best compared isomer or geometry (same formula, charge and spin) (eV): 2.158
Largest force on an atom (Eh/bohr): 0.125
Multiplicity: 2

Löwdin atomic charge list, values in e, 5 entries: number 1, H, carries -0.003; number 2, H, carries 0.132; number 3, H, carries 0.110; number 4, H, carries 0.085; number 5, H, carries 0.105


Entry from OMol25: 2 unconnected molecules or ions with the total composition C5H14S in a non-equilibrium geometry (wB97M-V/def2-TZVPD).

Atoms and positions in Å:
H (1.52, -0.30, -0.08)
C (3.63, 0.27, 0.18)
H (2.92, -2.42, 0.63)
C (2.88, -2.06, -0.40)
H (-4.47, -0.09, -0.76)
C (-3.44, 0.27, -0.82)
S (-2.76, 0.62, 0.76)
H (-3.04, -0.62, -1.31)
H (-3.45, 1.15, -1.46)
H (2.13, -2.61, -0.96)
H (-3.48, 2.13, 2.29)
C (2.52, -0.56, -0.42)
H (-4.94, 1.18, 1.63)
H (2.53, -0.39, -1.50)
H (3.60, 0.34, 1.27)
C (-4.00, 1.71, 1.45)
H (-4.32, 2.46, 0.71)
H (3.72, 1.28, -0.23)
H (4.63, -0.08, -0.09)
H (3.83, -2.27, -0.88)

Calculated values
Charge: +1
Frontier orbital gap (spin up / spin down) (eV): 9.678 / 4.500
Energy relative to the best compared isomer or geometry (same formula, charge and spin) (eV): 0.523
Largest force on an atom (Eh/bohr): 0.048
Multiplicity: 2

Löwdin atomic charge list, values in e, 5 entries: number 1, H, carries 0.080; number 2, C, carries -0.135; number 3, H, carries 0.071; number 4, C, carries -0.128; number 5, H, carries 0.078


Entry from OMol25: a molecular structure, C5H15BrCdN3O2 in a non-equilibrium geometry (wB97M-V/def2-TZVPD).

Atoms and positions in Å:
Br (0.74, 0.64, 3.72)
C (1.26, 0.26, -4.83)
C (2.63, -1.54, -5.75)
C (1.18, 0.34, -3.26)
H (0.02, 2.11, -3.24)
Cd (2.57, -1.80, 1.44)
H (1.72, 2.40, -3.26)
N (-3.94, 0.15, 7.05)
H (2.12, -1.26, -3.03)
H (1.11, 1.78, -1.76)
H (2.02, 0.88, -5.30)
H (-4.92, -1.07, 8.66)
H (-4.55, -0.59, 6.75)
O (-3.17, 1.52, 8.66)
O (1.31, -1.06, -5.45)
H (0.33, 0.76, -5.08)
H (0.27, -0.14, -2.91)
C (0.96, 1.74, -2.84)
H (2.43, -2.57, -6.05)
H (3.16, -0.17, -3.08)
H (3.31, -1.43, -4.91)
C (-3.83, 0.56, 8.25)
N (2.28, -0.36, -2.62)
H (-3.21, 0.37, 6.39)
N (-4.50, -0.23, 9.02)
H (3.09, -1.03, -6.59)
H (-4.38, -0.27, 10.02)

Calculated values
Charge: +1
Frontier orbital gap (eV): 1.856
Largest force on an atom (Eh/bohr): 0.146

Löwdin atomic charge list, values in e, 5 entries: number 1, Br, carries -0.135; number 2, C, carries -0.152; number 3, C, carries -0.094; number 4, C, carries -0.463; number 5, H, carries 0.094


Entry from OMol25: a molecular structure, C5H15Cl3CrN5O22 in a non-equilibrium geometry (wB97M-V/def2-TZVPD).

Atoms and positions in Å:
H (-3.82, -2.25, 2.94)
H (0.55, 3.19, 2.53)
C (0.85, 3.87, -1.86)
O (-2.91, -3.41, -1.28)
Cr (0.06, -0.36, -0.02)
O (2.03, -0.86, -2.25)
O (1.85, 1.23, -3.42)
H (-2.88, 0.84, -2.65)
C (0.23, 2.60, 3.40)
O (-1.22, 2.92, -1.97)
O (0.04, 0.00, -2.56)
O (-1.34, -1.87, 3.71)
H (-4.19, 1.83, -2.01)
H (0.50, 4.81, -1.43)
O (-1.21, -1.40, 1.56)
O (-3.76, 1.18, 0.44)
O (-0.06, 0.88, 1.91)
C (4.44, 0.75, -0.44)
N (3.13, 1.36, 0.02)
O (-0.89, -2.46, -0.93)
O (2.04, -4.40, 1.11)
O (2.21, 0.62, 0.28)
N (-0.20, 2.96, -1.42)
O (-0.02, 2.25, -0.37)
O (1.23, -0.79, -4.43)
Cl (2.62, -3.15, 0.97)
H (-2.80, -3.65, 2.60)
O (1.60, -2.18, 1.16)
O (3.16, -3.36, -0.32)
O (3.19, 2.54, 0.36)
H (4.31, -0.31, -0.23)
O (-1.26, 0.88, 3.76)
H (1.87, 3.59, -1.61)
O (-1.14, -4.72, -0.26)
O (3.77, -3.09, 1.95)
Cl (1.36, -0.06, -3.20)
H (0.69, 4.05, -2.92)
H (5.20, 1.24, 0.18)
H (1.05, 2.21, 4.00)
H (-3.31, -2.57, 1.21)
H (-4.35, 0.01, -2.03)
O (-1.07, -4.31, -2.54)
H (4.48, 1.13, -1.46)
C (-3.06, -2.65, 2.27)
N (-1.76, -1.93, 2.55)
H (-0.48, 3.23, 3.93)
N (-0.47, 1.36, 2.92)
N (-3.13, 0.81, -0.59)
C (-3.69, 0.87, -1.93)
O (-2.03, 0.30, -0.41)
Cl (-1.45, -3.74, -1.25)

Calculated values
Charge: 0
Frontier orbital gap (spin up / spin down) (eV): 7.261 / 3.700
Largest force on an atom (Eh/bohr): 0.120
Multiplicity: 6

Löwdin atomic charge list, values in e, 5 entries: number 1, H, carries 0.104; number 2, H, carries 0.096; number 3, C, carries 0.059; number 4, O, carries -0.395; number 5, Cr, carries 0.996


Entry from OMol25: 3 unconnected molecules or ions with the total composition C5H15ClN2Si in a non-equilibrium geometry (wB97M-V/def2-TZVPD).

Atoms and positions in Å:
C (1.12, -1.15, -1.35)
C (-2.16, -0.28, -0.49)
H (-3.46, 1.24, -2.31)
H (-0.04, 1.73, 0.59)
H (-1.76, 1.58, -2.71)
H (-0.64, -1.70, 0.87)
H (2.59, 0.09, 2.98)
H (0.85, -1.78, 1.89)
C (-2.58, 1.72, -1.94)
H (0.73, -0.21, -1.82)
H (0.43, -2.04, -1.70)
N (-2.16, 1.00, -0.71)
Si (1.64, 0.66, 0.75)
N (1.14, -0.87, 0.09)
H (-1.85, -0.45, 0.57)
H (-2.35, -1.16, -1.23)
C (1.81, 0.86, 2.65)
C (0.42, -1.81, 0.91)
H (2.23, 1.82, 2.87)
Cl (3.07, 1.43, -0.39)
H (-2.78, 2.72, -1.64)
H (0.67, -2.81, 0.51)
H (1.03, 0.66, 3.41)
H (2.05, -1.24, -1.82)

Calculated values
Charge: 0
Frontier orbital gap (spin up / spin down) (eV): 6.110 / 6.705
Energy relative to the best compared isomer or geometry (same formula, charge and spin) (eV): 1.822
Largest force on an atom (Eh/bohr): 0.105
Multiplicity: 3

Löwdin atomic charge list, values in e, 5 entries: number 1, C, carries -0.159; number 2, C, carries -0.206; number 3, H, carries 0.062; number 4, H, carries 0.017; number 5, H, carries 0.091


Entry from OMol25: a molecular structure, C5H15ClN3OP in a non-equilibrium geometry (wB97M-V/def2-TZVPD).

Atoms and positions in Å:
P (0.64, 0.49, 0.48)
H (4.02, -0.03, 0.86)
Cl (0.13, -2.62, 0.82)
C (2.78, 0.04, -0.90)
H (-2.09, -1.90, -2.24)
H (2.47, 0.77, -1.58)
N (1.69, -0.54, -0.15)
H (1.41, -1.59, 0.34)
C (-3.02, -0.31, -0.25)
H (-4.23, 1.34, 0.66)
O (0.71, 1.99, 0.24)
C (-1.43, -1.15, -1.71)
H (3.34, -0.63, -1.53)
H (3.23, 1.53, 0.70)
H (-2.47, 1.34, 1.13)
H (-3.81, -0.66, -0.95)
N (-1.71, -0.42, -0.76)
C (3.69, 0.76, 0.17)
H (-0.38, -1.23, -1.92)
H (-3.06, 1.87, -0.54)
H (-0.08, -1.03, 2.03)
C (-3.24, 1.13, 0.27)
N (0.12, -0.03, 1.95)
H (4.65, 1.18, -0.23)
H (-0.36, 0.75, 2.57)
H (-3.02, -1.05, 0.55)

Calculated values
Charge: 0
Frontier orbital gap (eV): 9.302
Largest force on an atom (Eh/bohr): 0.077

Löwdin atomic charge list, values in e, 5 entries: number 1, P, carries 0.685; number 2, H, carries 0.074; number 3, Cl, carries 0.004; number 4, C, carries -0.273; number 5, H, carries 0.111


Number 1: E -11552.7170 eV. Number 2: E -11553.1385 eV. Number 3: E -13600.6794 eV. Number 4: E -16738.5684 eV. Number 5: E -23986.8001 eV. Number 6: E -23986.8831 eV. Number 7: E -16236.4107 eV. Number 8: E -16238.0457 eV. Number 9: E -88588.1963 eV. Number 10: E -123870.2765 eV. Number 11: E -28803.3064 eV. Number 12: E -33756.7306 eV.